Record 1
The following is a quantum chemistry calculation of an isolated ion of composition C6H12 and charge +1 at a distorted geometry, from the Open Molecules 2025 dataset.

The calculation puts the HOMO-LUMO gap (alpha / beta) at 10.68 / 7.44 eV. The value obtained for the HOMO energy (alpha / beta) is -0.5652 / -0.5773 hartree. Its energy above the lowest of the compared OMol25 structures with the same formula, charge and spin is 0.565 eV. As for the multiplicity: 2. The charge is +1.

Structure (XYZ):
```
18
Properties=species:S:1:pos:R:3:forces:R:3
C 0.468 0.610 -2.282 -0.096 -0.719 -0.165
C -0.018 1.594 -1.232 0.228 0.611 -0.243
C -0.714 0.996 0.003 0.670 0.781 -0.303
C -0.141 -0.254 0.439 -0.414 -0.672 -0.192
C -0.392 -0.868 1.679 0.201 0.703 0.243
C 0.290 -2.064 2.135 0.857 0.156 -0.689
H -0.275 -0.187 -2.422 0.035 0.124 -0.138
H 1.408 0.105 -2.041 -0.022 0.149 0.170
H 0.627 1.066 -3.260 -0.101 0.158 0.182
H -0.641 2.343 -1.721 -0.397 -0.186 0.201
H 0.803 2.201 -0.853 0.291 -0.100 -0.010
H -1.794 0.848 -0.169 -0.077 -0.063 0.113
H -0.620 1.722 0.824 -0.498 -0.081 0.125
H 0.453 -0.794 -0.289 0.218 -0.169 0.134
H -1.025 -0.323 2.380 -0.153 -0.201 -0.104
H -0.386 -2.796 2.566 0.014 -0.100 0.330
H 1.025 -1.719 2.886 -0.385 -0.150 0.371
H 0.931 -2.481 1.354 -0.370 -0.241 -0.026
```
Forces are in eV/Å.

Record 2
The following is a quantum chemistry calculation of C6H12AgBrO2 as an isolated structure at a distorted geometry, from the Open Molecules 2025 dataset.

The calculation puts the HOMO-LUMO gap (alpha / beta) at 6.54 / 3.45 eV. The value obtained for the HOMO energy (alpha / beta) is -0.4371 / -0.4350 hartree. Its energy above the lowest of the compared OMol25 structures with the same formula, charge and spin is 0.000 eV. As for the multiplicity: 2. The charge is +1.

Structure (XYZ):
```
22
Properties=species:S:1:pos:R:3:forces:R:3
Ag -2.130 0.928 0.916 0.360 0.415 -0.484
Br 0.699 0.544 0.593 -0.274 -0.023 0.140
C -0.372 3.349 -2.071 -0.746 -0.317 0.469
C -1.871 3.135 -1.817 0.294 -0.446 -0.726
O -2.269 2.578 -0.815 0.004 -0.804 1.318
C -2.891 3.605 -2.796 0.449 1.850 -0.611
H -0.128 4.404 -1.950 -0.082 0.084 -0.084
H -0.060 3.037 -3.068 -0.214 0.065 -0.058
H 0.177 2.781 -1.321 0.008 0.090 -0.102
H -3.778 4.036 -2.333 -0.035 -0.566 0.326
H -3.184 2.952 -3.618 0.260 -0.401 0.311
H -2.419 4.471 -3.261 -0.052 0.087 -0.493
C 2.464 -3.702 3.280 -0.558 -0.199 0.505
C 1.466 -4.049 2.210 -0.935 -1.567 0.232
O 0.668 -4.968 2.365 0.929 1.145 -0.170
C 1.397 -3.219 0.958 0.428 0.191 0.135
H 2.303 -4.374 4.122 0.207 -0.189 -0.185
H 2.159 -2.726 3.659 0.417 0.356 -0.107
H 3.509 -3.720 2.969 -0.122 0.212 -0.114
H 2.179 -3.517 0.259 -0.137 -0.412 -0.158
H 1.680 -2.190 1.177 -0.418 0.194 0.075
H 0.399 -3.355 0.542 0.216 0.235 -0.216
```
Forces are in eV/Å.

Record 3
The following is a quantum chemistry calculation of C6H12As2F13O6Tl as an isolated structure at a distorted geometry, from the Open Molecules 2025 dataset.

The calculation puts the HOMO-LUMO gap at 1.42 eV. The value obtained for the HOMO energy is -0.4289 hartree. Its energy above the lowest of the compared OMol25 structures with the same formula, charge and spin is 5.773 eV. As for the multiplicity: 1. The charge is 0.

Structure (XYZ):
```
40
Properties=species:S:1:pos:R:3:forces:R:3
Tl 0.131 0.320 1.657 -0.008 0.063 0.093
As 5.698 3.636 2.731 1.135 -0.034 0.697
F 4.182 2.732 2.456 1.119 0.886 0.222
F 5.056 5.137 2.029 0.413 -1.647 0.588
F 7.270 4.444 3.027 -1.413 -0.644 -0.315
F 6.418 2.140 3.502 -0.749 1.118 -0.710
F 6.343 3.035 1.184 -0.768 0.563 1.061
F 5.198 4.097 4.386 0.107 -0.381 -1.611
As -5.143 3.200 3.446 0.130 1.124 0.891
F -5.297 3.092 5.288 -0.061 -0.019 -2.257
F -6.061 1.703 3.242 1.183 0.965 0.118
F -4.837 3.339 1.658 -0.354 -0.355 2.007
F -4.256 4.733 3.714 -0.907 -1.232 -0.433
F -3.537 2.379 3.672 -1.590 0.216 -0.583
F -6.694 4.094 3.321 1.762 -0.889 0.099
F -0.068 -3.814 1.126 -0.028 0.246 -0.034
C -5.616 -3.922 -0.876 0.131 -1.694 -1.694
O -5.199 -2.781 -0.198 0.720 -0.348 1.725
C -5.186 -1.622 -0.773 1.529 2.980 -0.442
O -4.216 -0.827 -0.562 -2.896 -2.065 -0.718
O -6.263 -1.421 -1.523 0.896 -0.381 -0.145
C -6.528 -0.193 -2.176 -0.826 2.827 0.405
H -6.645 -3.914 -1.235 0.048 0.289 0.240
H -5.393 -4.855 -0.358 -0.280 0.578 0.973
H -4.940 -4.058 -1.720 -0.152 0.273 -0.587
H -6.710 -0.137 -3.249 0.487 -1.361 -0.064
H -5.848 0.630 -1.955 0.693 -0.594 0.178
H -7.447 0.218 -1.760 -0.232 -0.480 0.230
C 4.160 -3.218 -2.140 -0.106 -2.319 1.143
O 5.175 -2.273 -2.381 -0.980 1.553 0.281
C 5.023 -1.016 -1.885 -0.006 0.247 -0.746
O 4.120 -0.633 -1.120 2.989 -0.767 -2.296
O 6.028 -0.236 -2.474 -2.265 -0.192 1.591
C 7.070 -0.751 -3.281 1.289 -0.391 -0.432
H 3.193 -3.233 -2.641 0.275 1.215 -0.617
H 3.921 -3.331 -1.082 0.221 0.374 0.139
H 4.631 -4.160 -2.423 -0.011 -0.013 -0.029
H 8.025 -0.391 -2.896 -0.093 -0.221 0.685
H 7.134 -0.315 -4.278 -1.078 0.405 -0.173
H 7.107 -1.826 -3.453 -0.326 0.105 0.520
```
Forces are in eV/Å.

Record 4
The following is a quantum chemistry calculation of one molecule with the formula C6H12BN at a distorted geometry, from the Open Molecules 2025 dataset.

The calculation puts the HOMO-LUMO gap (alpha / beta) at 5.65 / 6.54 eV. The value obtained for the HOMO energy (alpha / beta) is -0.1800 / -0.3272 hartree. Its energy above the lowest of the compared OMol25 structures with the same formula, charge and spin is 0.000 eV. As for the multiplicity: 3. The charge is 0.

Structure (XYZ):
```
20
Properties=species:S:1:pos:R:3:forces:R:3
B 0.244 0.026 0.190 0.751 0.731 0.723
C 1.257 -0.474 1.273 -9.311 2.823 1.974
C 2.366 -0.847 0.683 9.887 -2.771 -3.707
C 1.150 0.194 -1.120 -1.589 -0.771 -1.085
C 2.455 -0.562 -0.759 -0.763 0.034 -1.175
C -1.913 0.501 -0.924 -0.426 -0.544 -0.816
C -1.794 0.112 1.546 4.126 1.985 1.848
N -1.150 0.309 0.298 1.335 -0.824 -1.414
H 1.097 -0.698 2.275 -0.335 -0.076 1.752
H 3.159 -1.419 1.168 -0.258 0.036 -0.157
H 0.503 -0.364 -1.898 1.351 0.834 0.545
H 1.349 1.204 -1.519 -0.337 -0.325 0.294
H 3.332 -0.011 -1.139 0.004 -0.315 0.388
H 2.416 -1.507 -1.339 0.444 0.025 0.223
H -2.981 0.517 -0.750 -0.307 -0.097 0.442
H -1.709 1.459 -1.379 0.335 0.356 -0.188
H -1.781 -0.282 -1.749 0.238 0.766 1.306
H -1.924 1.052 2.062 -0.821 0.670 -0.040
H -2.632 -0.420 1.490 -3.552 -2.219 -0.135
H -1.054 -0.331 2.262 -0.772 -0.318 -0.777
```
Forces are in eV/Å.

Record 5
The following is a quantum chemistry calculation of C6H12Br2S as an isolated structure at a distorted geometry, from the Open Molecules 2025 dataset.

The calculation puts the HOMO-LUMO gap at 9.16 eV. The value obtained for the HOMO energy is -0.3217 hartree. Its energy above the lowest of the compared OMol25 structures with the same formula, charge and spin is 0.848 eV. As for the multiplicity: 1. The charge is 0.

Structure (XYZ):
```
21
Properties=species:S:1:pos:R:3:forces:R:3
C 2.593 1.164 0.120 1.883 1.067 3.043
C 2.180 -0.323 0.318 -1.113 2.069 -0.987
C 0.648 -0.352 0.567 0.267 -1.480 -0.796
C -0.139 0.206 -0.648 0.082 1.166 1.800
C -1.506 0.734 -0.273 -2.079 -1.284 -0.388
C -2.774 -0.916 0.217 2.842 3.179 -0.744
S -2.180 -2.301 -0.751 -0.432 0.882 -0.844
Br -2.613 -0.885 2.115 0.291 -0.842 0.364
Br -4.534 -0.439 -0.216 -0.961 0.382 -0.466
H 1.886 1.764 0.785 0.618 -0.263 -1.493
H 3.632 1.466 0.682 -2.107 -1.019 -1.718
H 2.657 1.468 -0.951 -0.252 -0.008 1.048
H 2.597 -0.839 1.120 1.207 -0.374 1.562
H 2.569 -0.805 -0.567 -0.641 -0.741 -0.432
H 0.365 -1.400 0.790 -0.066 0.095 -0.795
H 0.359 0.025 1.542 0.340 1.174 0.056
H 0.442 1.019 -1.137 -0.418 -0.382 0.288
H -0.181 -0.607 -1.297 -0.275 -1.197 -1.633
H -1.391 1.389 0.617 -0.739 -0.624 -0.388
H -2.167 1.206 -1.084 1.180 -0.740 1.121
H -2.443 -1.573 -1.947 0.375 -1.061 1.401
```
Forces are in eV/Å.

Record 6
The following is a quantum chemistry calculation of C6H12BrKNO4S as an isolated structure at a distorted geometry, from the Open Molecules 2025 dataset.

The calculation puts the HOMO-LUMO gap at 8.85 eV. The value obtained for the HOMO energy is -0.4640 hartree. As for the multiplicity: 1. The charge is +1.

Structure (XYZ):
```
26
Properties=species:S:1:pos:R:3:forces:R:3
C 0.695 2.354 -0.981 0.029 0.088 0.049
C -0.128 1.142 -1.390 0.090 -0.081 0.029
Br -1.527 1.717 -2.721 3.706 1.482 1.662
C -0.885 0.421 -0.279 0.028 0.056 -0.059
C -0.032 -0.613 0.470 0.085 0.062 -0.330
C -0.766 -1.243 1.661 -0.080 -0.146 0.069
N -1.814 -0.388 2.212 0.005 0.213 -0.055
C 1.429 -0.190 0.816 -0.124 0.242 0.203
O 2.233 -0.640 -0.280 0.135 0.061 0.008
S 1.676 -2.087 -0.643 -0.059 0.008 -0.089
O 1.982 -2.372 -1.991 0.086 -0.069 0.000
O 1.955 -2.972 0.430 0.077 -0.086 -0.088
O 0.151 -1.643 -0.560 -0.021 -0.059 0.249
H 0.459 2.653 0.042 -0.019 0.054 -0.061
H 0.519 3.213 -1.624 0.041 -0.040 -0.002
H 1.759 2.121 -1.048 -0.035 -0.032 0.046
H 0.455 0.441 -1.982 -0.092 0.038 -0.090
H -1.685 -0.176 -0.717 -0.068 0.045 0.103
H -1.356 1.147 0.383 0.118 -0.026 0.018
H -0.030 -1.552 2.410 0.046 -0.031 -0.098
H -1.224 -2.155 1.271 -0.061 0.038 0.121
H -1.473 0.551 2.393 0.065 -0.093 0.161
H -2.119 -0.750 3.108 -0.073 -0.054 -0.085
H 1.579 0.882 0.897 -0.091 -0.038 0.006
H 1.760 -0.667 1.738 0.011 -0.052 -0.057
K -3.614 0.806 -3.617 -3.799 -1.582 -1.712
```
Forces are in eV/Å.